{"formula": "CHCl2O3S", "method": "wB97M-V/def2-TZVPD", "symbols": ["C", "O", "O", "O", "S", "Cl", "Cl", "H"], "positions_angstrom": [[0.30, 1.01, 0.29], [0.31, -1.12, -1.50], [0.47, -1.69, 0.79], [-1.82, -1.66, -0.22], [-0.42, -1.09, -0.20], [-0.54, 2.10, 1.31], [0.58, 1.72, -1.27], [1.11, 0.73, 0.80]], "total_energy_ha": -1583.015185, "orbital_gap_ev": 8.4308, "molar_mass_g_mol": 164.0, "relative_energy_ev": 1.455, "spin_multiplicity": 1, "total_charge": -1}